Computed, not measured: a molecular structure, C9H24As3F18N3O3 at a distorted geometry, with the ωB97M-V functional and the def2-TZVPD basis.

Positions of all 60 atoms, in Å:
1 C 2.3219 -8.7182 -16.9669
2 C 2.4908 -7.9192 -15.6084
3 O 2.1184 -8.2851 -14.5198
4 N 2.7118 -6.4472 -15.7452
5 H 2.5635 -6.1763 -16.7068
6 H 1.9957 -6.0951 -15.1260
7 C 4.1225 -5.8331 -15.1890
8 H 3.1958 -8.6983 -17.6180
9 H 1.4432 -8.4078 -17.5323
10 H 2.1740 -9.7695 -16.7200
11 H 4.4402 -6.1969 -14.2118
12 H 4.0700 -4.7447 -15.2139
13 H 4.9417 -6.1253 -15.8460
14 C -3.3380 -10.7673 -13.6840
15 C -3.5623 -10.5142 -12.1883
16 O -3.4592 -11.3396 -11.2801
17 N -3.8786 -9.0732 -11.6826
18 H -3.9135 -8.3134 -12.3471
19 H -4.7919 -9.1234 -11.2544
20 C -3.0322 -8.6751 -10.4939
21 H -2.6522 -10.0191 -14.0816
22 H -4.2554 -10.5322 -14.2236
23 H -3.1861 -11.8037 -13.9857
24 H -3.4352 -7.7891 -10.0033
25 H -2.0720 -8.3269 -10.8746
26 H -2.9635 -9.5176 -9.8057
27 C -5.0334 1.3850 -21.6328
28 C -4.9227 2.1911 -20.4295
29 O -5.5984 3.1519 -20.1372
30 N -3.9859 1.7720 -19.2803
31 H -4.2668 0.8902 -18.8758
32 H -3.0910 1.4952 -19.6579
33 C -3.7003 2.7712 -18.1401
34 H -5.4886 0.4348 -21.3535
35 H -4.0663 0.9974 -21.9531
36 H -5.6205 1.9816 -22.3311
37 H -2.8703 2.5244 -17.4781
38 H -4.6136 2.9434 -17.5706
39 H -3.3978 3.7038 -18.6163
40 As -4.7646 -4.0464 -16.0115
41 F -4.8471 -2.3495 -15.5140
42 F -5.1526 -4.5463 -14.3041
43 F -4.7345 -5.8032 -16.4712
44 F -4.5896 -3.3650 -17.7084
45 F -3.0468 -4.0550 -15.8218
46 F -6.5556 -4.1037 -16.4368
47 As -8.3566 -5.7725 -6.4912
48 F -10.0031 -5.3728 -7.1245
49 F -7.5618 -4.8623 -7.9260
50 F -6.6284 -6.2132 -6.0214
51 F -9.0802 -6.6454 -5.0384
52 F -8.3894 -7.2466 -7.5476
53 F -8.3676 -4.3181 -5.4436
54 As 1.2552 -2.9379 -21.4807
55 F 2.0456 -1.4426 -22.2133
56 F 2.4438 -3.9567 -22.4207
57 F 0.5705 -4.3866 -20.6815
58 F 0.2195 -1.8141 -20.5994
59 F 0.0073 -3.0612 -22.8468
60 F 2.5104 -2.9255 -20.1401

- frontier orbital gap (eV) = 7.3
- LUMO energy (eV) = -3.01
- charge = 0

Atom charges from the Löwdin analysis, given in e for atoms 1 to 8: 0.04 -0.35 0.16 0.13 0.17 0.17 0.09 0.09


Computed, not measured: a molecular structure, C9H24BClNO14P2S2 at a distorted geometry, with the ωB97M-V functional and the def2-TZVPD basis.

Positions of all 54 atoms, in Å:
1 C 2.2916 -2.1700 1.3201
2 B 2.5389 -0.6784 0.8842
3 O 3.8055 -0.2001 0.6509
4 S 1.0360 0.4549 0.6390
5 O 1.4867 1.8001 0.9547
6 O 0.6942 0.2900 -0.7630
7 N -0.1322 0.0904 1.7018
8 S -1.5364 -0.4037 1.0826
9 O -2.1178 0.4400 0.0816
10 O -2.4467 -0.5223 2.1948
11 C -1.4590 -2.1227 0.4636
12 C -0.9514 -2.2675 -0.9575
13 O -1.3091 -1.6015 -1.8646
14 Cl 0.2424 -3.5999 -1.2649
15 H 1.3086 -2.4690 0.9607
16 H 2.3708 -2.2348 2.4068
17 H 3.0065 -2.8296 0.8223
18 H 3.9913 -0.3227 -0.2872
19 H -2.4942 -2.4715 0.4706
20 H -0.9372 -2.7478 1.1840
21 C 5.5750 6.7584 1.3976
22 O 6.4316 5.7535 1.9696
23 P 6.2496 4.1884 1.3938
24 O 7.0158 3.4502 2.4300
25 O 7.1204 4.4843 0.0485
26 C 8.4564 4.9409 0.1907
27 O 5.4335 2.9832 0.6216
28 C 3.9776 2.9761 0.7710
29 H 5.9141 7.7313 1.7467
30 H 5.6249 6.7353 0.3048
31 H 4.5438 6.6035 1.7184
32 H 8.8753 4.6794 1.1627
33 H 8.4914 6.0252 0.0590
34 H 9.0550 4.4763 -0.5918
35 H 3.5531 3.8935 0.3596
36 H 3.7064 2.8811 1.8217
37 H 3.5814 2.1358 0.2311
38 C -8.6359 -2.8857 -2.1922
39 O -7.7941 -4.0531 -2.2259
40 P -6.1698 -3.8260 -1.8757
41 O -5.6288 -5.1268 -2.3449
42 O -6.4207 -3.7751 -0.2739
43 C -7.0385 -4.8880 0.3579
44 O -4.7960 -2.9185 -1.6979
45 C -4.6241 -1.8046 -2.6107
46 H -9.6698 -3.2114 -2.2794
47 H -8.5116 -2.3443 -1.2498
48 H -8.3984 -2.2242 -3.0268
49 H -6.9292 -5.8013 -0.2270
50 H -8.0993 -4.6799 0.5141
51 H -6.5647 -5.0266 1.3281
52 H -5.4331 -1.0827 -2.4882
53 H -4.5996 -2.1641 -3.6429
54 H -3.6804 -1.3179 -2.3804

- frontier orbital gap (eV) = 7.4
- LUMO energy (eV) = 1.05
- charge = -1

Atom charges from the Löwdin analysis, given in e for atoms 1 to 8: -0.02 -0.49 0.11 0.54 -0.35 -0.33 -0.32 0.48


Computed, not measured: 6 unconnected molecules or ions with the total composition C9H24BF16N3O3P2 at a distorted geometry, with the ωB97M-V functional and the def2-TZVPD basis.

Positions of all 58 atoms, in Å:
1 C 3.5762 -3.6484 -1.2638
2 C 2.2087 -4.1956 -1.0472
3 O 1.6768 -5.0765 -1.6227
4 N 1.3506 -3.3927 -0.0371
5 H 1.7619 -3.3814 0.8944
6 H 1.2846 -2.4078 -0.3523
7 C -0.1123 -3.8049 -0.0944
8 H 3.9333 -3.9057 -2.2570
9 H 4.1932 -3.9257 -0.4082
10 H 3.5629 -2.5550 -1.3154
11 H -0.6676 -3.0982 0.5077
12 H -0.1629 -4.8121 0.3090
13 H -0.4190 -3.7719 -1.1311
14 C 0.5286 0.6508 3.5508
15 C 0.9128 1.9176 2.8584
16 O 1.4189 2.8436 3.3860
17 N 0.5819 2.0111 1.3916
18 H 0.2288 1.1151 1.0056
19 H -0.2268 2.6298 1.3028
20 C 1.7702 2.3696 0.4851
21 H 1.1238 -0.2232 3.2844
22 H -0.5321 0.4036 3.5034
23 H 0.7508 0.7575 4.6134
24 H 2.6968 2.0688 0.9606
25 H 1.7459 3.4584 0.4877
26 H 1.4849 1.9931 -0.4887
27 C -5.2712 1.4952 -1.1341
28 C -4.5597 0.1714 -1.1348
29 O -4.9247 -0.7795 -1.7355
30 N -3.3616 0.0979 -0.2323
31 H -2.5556 -0.1703 -0.8119
32 H -3.1648 1.0182 0.1600
33 C -3.5694 -0.8840 0.8844
34 H -4.6769 2.3458 -1.4884
35 H -5.6671 1.7418 -0.1467
36 H -6.0637 1.3382 -1.8620
37 H -2.7081 -0.7029 1.5309
38 H -3.3985 -1.8970 0.5375
39 H -4.4961 -0.6941 1.4117
40 P -1.8820 3.8454 -2.5009
41 F -1.7226 5.4400 -2.2405
42 F -1.2412 3.6251 -1.0034
43 F -3.3656 3.8603 -1.7758
44 F -2.0503 2.2239 -2.6899
45 F -2.5588 4.0895 -3.9122
46 F -0.4074 3.7592 -3.1354
47 P 4.8924 -0.1849 0.8561
48 F 4.1866 0.5909 2.0914
49 F 4.3242 0.9604 -0.1677
50 F 6.2591 0.6396 1.0982
51 F 5.6835 -0.8965 -0.4191
52 F 5.3836 -1.3647 1.8322
53 F 3.5743 -1.0202 0.3355
54 B -0.2909 -0.5074 -0.6183
55 F 0.9762 -0.8388 -1.1223
56 F -0.1483 -0.6505 0.8201
57 F -0.6432 0.7792 -0.8893
58 F -1.2232 -1.4512 -1.0600

- frontier orbital gap (eV) = 10.5
- LUMO energy (eV) = -1.02
- charge = 0

Atom charges from the Löwdin analysis, given in e for atoms 1 to 8: 0.04 -0.37 0.18 0.11 0.18 0.11 0.01 0.11


Computed, not measured: a molecular structure, C9H24IN6O3PV at a distorted geometry, with the ωB97M-V functional and the def2-TZVPD basis.

Positions of all 45 atoms, in Å:
1 V -0.9772 0.1114 -0.2788
2 N -0.1719 -2.0037 -0.8742
3 N -0.7364 -2.2431 -2.1453
4 C -1.4296 -1.2420 -2.7187
5 N -2.2679 -1.4674 -3.7037
6 N -1.1028 -0.0144 -2.2585
7 N -2.1559 0.7925 -1.7467
8 O -3.2285 0.2421 -1.3708
9 O -1.5629 1.7621 -0.9650
10 H 0.8423 -2.0711 -0.9246
11 H -0.5207 -2.7091 -0.2189
12 H -0.6218 -3.1475 -2.5816
13 H -2.5837 -2.3956 -3.9406
14 H -2.6890 -0.6893 -4.1899
15 C 2.5464 0.2639 -2.0509
16 C 2.0931 1.5034 -1.2841
17 P 1.1635 1.1611 0.2464
18 C 0.8377 2.7852 1.0053
19 C 2.0872 3.5903 1.3631
20 C 2.2666 0.2811 1.4082
21 C 2.2336 -1.2437 1.3171
22 H 3.0454 0.5576 -2.9729
23 H 1.6966 -0.3624 -2.3345
24 H 3.2560 -0.3326 -1.4774
25 H 1.4380 2.1223 -1.9028
26 H 2.9545 2.1181 -1.0144
27 H 0.2320 2.5977 1.8967
28 H 0.2016 3.3329 0.3059
29 H 2.7345 3.0531 2.0558
30 H 1.7939 4.5214 1.8448
31 H 2.6678 3.8511 0.4793
32 H 1.9616 0.5984 2.4091
33 H 3.2807 0.6596 1.2604
34 H 1.2276 -1.6274 1.5065
35 H 2.8931 -1.6793 2.0663
36 H 2.5800 -1.6038 0.3470
37 N -3.5807 -0.0408 2.0861
38 C -2.5421 -0.8400 2.1162
39 O -1.4791 -0.5783 1.4665
40 C -2.5945 -2.0848 2.9359
41 I -2.6133 -3.7621 1.6161
42 H -3.5788 0.7925 1.5101
43 H -4.4173 -0.2447 2.6129
44 H -3.4824 -2.1508 3.5561
45 H -1.6972 -2.1639 3.5429

- frontier orbital gap (spin up / spin down) (eV) = 7.7 / 7.7
- multiplicity = 2
- LUMO energy (spin up / spin down) (eV) = -7.09 / -6.96
- charge = +2

Atom charges from the Löwdin analysis, given in e for atoms 1 to 8: 0.84 0.03 0.06 -0.41 0.27 0.04 -0.38 -0.01